Density functional theory data (the ωB97M-V functional and the def2-TZVPD basis) for a molecular structure, C29H45ClF9LaOP in a non-equilibrium geometry.

Results
- Net charge: -1
- HOMO-LUMO gap: 4.60 eV
- E_LUMO: 2.41 eV

Atoms and positions in Å:
La 0.14 -1.68 1.56
Cl 1.78 -0.37 3.32
P 0.84 0.78 -0.30
C -0.34 -3.30 2.99
H -0.74 -4.26 2.66
H 0.39 -3.35 3.82
C -0.27 1.55 -1.57
C 2.29 -0.03 -1.19
C -0.69 0.49 -2.60
H -1.17 1.80 -0.97
C -1.86 1.01 -3.45
H 0.16 0.25 -3.25
H -1.00 -0.44 -2.11
C -1.54 2.35 -4.12
H -2.11 0.25 -4.21
H -2.74 1.11 -2.80
C -0.96 3.39 -3.14
H -0.82 2.18 -4.93
H -2.45 2.75 -4.57
C 0.18 2.83 -2.27
H -0.60 4.26 -3.69
H -1.76 3.73 -2.47
H 1.06 2.63 -2.89
H 0.48 3.60 -1.54
C 1.48 2.15 0.83
C 2.85 0.75 -2.38
H 3.05 -0.06 -0.39
C 4.17 0.12 -2.85
H 2.12 0.73 -3.20
H 3.01 1.81 -2.12
C 4.05 -1.38 -3.14
H 4.52 0.65 -3.74
H 4.93 0.28 -2.07
C 3.31 -2.16 -2.05
H 3.53 -1.52 -4.10
H 5.05 -1.80 -3.26
C 1.99 -1.48 -1.63
H 3.10 -3.18 -2.38
H 3.95 -2.23 -1.16
H 1.29 -1.47 -2.48
H 1.51 -2.10 -0.85
C 0.33 3.02 1.35
H 1.84 1.55 1.69
C 0.84 4.04 2.39
H -0.15 3.56 0.51
H -0.45 2.39 1.81
C 2.04 4.85 1.89
H 0.02 4.71 2.67
H 1.12 3.48 3.29
C 3.15 3.97 1.32
H 1.70 5.56 1.12
H 2.44 5.45 2.72
C 2.65 2.96 0.28
H 3.93 4.59 0.87
H 3.62 3.40 2.14
H 2.35 3.50 -0.63
H 3.48 2.29 0.00
C -2.11 -1.36 2.44
C -1.59 -2.34 3.35
H -2.38 -1.75 1.45
C -1.48 -1.87 4.84
H -2.39 -3.10 3.33
C -2.77 -1.15 5.23
H -1.33 -2.76 5.47
H -0.60 -1.21 4.94
C -3.01 0.08 4.38
H -3.61 -1.84 5.07
H -2.75 -0.89 6.29
C -2.96 -0.21 2.86
H -3.99 0.52 4.62
H -2.24 0.83 4.61
H -3.99 -0.40 2.53
H -2.64 0.70 2.33
F -2.96 -1.45 -1.01
C -2.69 -2.65 -1.61
F -3.87 -3.18 -2.01
F -1.97 -2.36 -2.73
C -1.89 -3.55 -0.65
O -0.95 -2.83 0.04
C -2.95 -4.21 0.27
F -3.73 -5.11 -0.36
F -2.35 -4.85 1.32
F -3.77 -3.26 0.82
C -1.20 -4.68 -1.46
F -2.03 -5.26 -2.37
F -0.12 -4.20 -2.11
F -0.75 -5.65 -0.62

Density functional theory data (the ωB97M-V functional and the def2-TZVPD basis) for a molecular structure, C18H27BiClNO4P2 in a non-equilibrium geometry.

Results
- Net charge: +2
- HOMO-LUMO gap: 4.31 eV
- E_LUMO: -9.19 eV
- Energy above the lowest of the compared OMol25 structures with the same formula, charge and spin: 0.0 kJ/mol

Atoms and positions in Å:
Bi 0.04 0.82 -0.20
P 2.35 -0.86 -0.28
C 2.39 -1.73 -1.95
C 1.12 -1.60 -2.55
N -0.02 -0.83 -2.15
C -1.25 -1.33 -2.54
C -1.33 -2.33 -3.49
C -0.20 -2.80 -4.18
C 1.04 -2.27 -3.82
C -2.55 -0.88 -1.90
P -2.44 0.72 -1.10
H 1.97 -2.48 -4.34
H -2.32 -2.72 -3.67
H -0.31 -3.53 -5.00
H -3.40 -0.86 -2.60
H -2.90 -1.61 -1.14
H 3.30 2.03 -4.39
H 3.09 -1.33 -2.76
H 1.11 3.14 -3.03
O 3.25 2.58 -3.49
H 3.80 2.34 -2.69
H 0.11 2.22 -1.35
O 0.28 3.46 -2.70
H 0.61 4.04 -1.94
C -2.87 1.90 -2.43
H -3.86 1.64 -2.83
H -2.93 2.90 -1.98
H -2.16 1.87 -3.26
C -3.76 0.79 0.13
H -3.55 1.62 0.82
H -4.72 0.96 -0.37
H -3.79 -0.15 0.69
C 2.11 -2.42 0.61
H 3.09 -2.93 0.68
H 1.67 -2.32 1.62
H 1.46 -3.07 0.00
C 4.04 -0.19 0.12
H 4.03 0.17 1.17
H 4.80 -0.99 0.02
H 4.31 0.68 -0.55
Cl -0.13 0.00 8.51
C -0.30 0.14 6.75
C -0.49 -1.00 5.93
C -0.59 -0.84 4.54
C -0.48 0.44 3.99
C -0.35 1.55 4.79
C -0.24 1.44 6.19
C -0.47 0.75 2.56
O -0.54 -0.29 1.82
O -0.32 1.97 2.21
H -0.54 -1.96 6.45
H -0.76 -1.69 3.91
H -0.30 2.53 4.34
H -0.10 2.31 6.82

Density functional theory data (the ωB97M-V functional and the def2-TZVPD basis) for 23 unconnected molecules or ions with the total composition H46O23 in a non-equilibrium geometry.

Results
- HOMO-LUMO gap: 8.58 eV
- E_LUMO: -0.87 eV
- Energy above the lowest of the compared OMol25 structures with the same formula, charge and spin: 279.3 kJ/mol

Atoms and positions in Å:
O 5.11 9.62 11.50
H 5.50 8.88 11.97
H 5.73 9.81 10.79
O 12.75 11.48 9.40
H 13.00 12.17 10.01
H 11.90 11.17 9.72
O 9.32 15.54 7.55
H 8.48 15.98 7.68
H 9.20 15.03 6.75
O 9.35 9.38 14.15
H 8.44 9.15 13.93
H 9.53 10.16 13.62
O 7.77 11.21 12.85
H 7.65 11.88 13.52
H 7.01 10.64 12.94
O 9.97 15.70 13.00
H 10.26 15.33 12.17
H 10.16 15.01 13.65
O 11.36 7.64 9.73
H 10.87 8.37 9.36
H 11.21 7.71 10.68
O 6.81 9.64 9.39
H 7.44 8.93 9.53
H 6.94 9.89 8.47
O 10.59 7.31 12.37
H 10.44 7.96 13.05
H 9.87 6.69 12.47
O 6.91 8.11 13.12
H 7.20 7.34 12.64
H 6.79 7.79 14.02
O 5.62 13.61 8.83
H 6.20 14.37 8.95
H 5.43 13.59 7.90
O 7.22 9.76 15.89
H 7.66 10.51 15.49
H 6.77 10.11 16.65
O 7.83 12.68 10.40
H 7.69 12.24 11.24
H 6.96 12.80 10.04
O 10.35 14.33 10.43
H 10.45 14.69 9.55
H 9.58 13.75 10.36
O 9.79 10.57 5.55
H 9.12 11.24 5.70
H 9.48 9.81 6.04
O 12.68 11.57 6.70
H 12.84 11.60 7.64
H 11.90 12.11 6.57
O 8.39 7.53 8.92
H 8.37 7.17 9.81
H 7.95 6.86 8.39
O 12.47 13.30 11.69
H 12.37 13.17 12.63
H 11.59 13.52 11.38
O 10.09 7.88 6.59
H 9.51 7.81 7.34
H 10.02 7.03 6.15
O 9.86 10.66 10.23
H 9.18 11.26 9.94
H 9.57 10.35 11.09
O 8.07 5.92 11.34
H 8.59 5.33 10.81
H 7.34 5.40 11.64
O 15.34 10.75 8.96
H 14.41 10.97 9.06
H 15.34 9.84 8.66
O 11.71 13.11 14.44
H 12.29 12.59 14.99
H 10.87 13.12 14.91

Density functional theory data (the ωB97M-V functional and the def2-TZVPD basis) for a molecular structure, C42H54N6O3PTi in a non-equilibrium geometry.

Results
- Net charge: +1
- HOMO-LUMO gap: 6.51 eV
- E_LUMO: -3.47 eV
- Energy above the lowest of the compared OMol25 structures with the same formula, charge and spin: 103.2 kJ/mol

Atoms and positions in Å:
Ti 0.05 0.91 -0.03
O -1.99 6.01 -0.28
C -2.99 5.20 -0.66
C -4.25 5.78 -0.85
C -5.31 5.01 -1.26
C -5.16 3.64 -1.51
C -3.93 3.06 -1.31
C -2.84 3.82 -0.87
C -1.56 3.16 -0.64
O -1.57 1.84 -0.46
N -0.45 3.82 -0.61
N 0.62 2.93 -0.47
C 1.79 3.43 -0.52
C 3.00 2.61 -0.54
C 4.24 3.25 -0.61
C 5.40 2.52 -0.72
C 5.33 1.13 -0.78
C 4.10 0.48 -0.72
C 2.94 1.21 -0.60
O 1.75 0.57 -0.52
H -1.15 5.52 -0.35
H -4.35 6.84 -0.68
H -6.28 5.47 -1.40
H -5.99 3.06 -1.87
H -3.78 2.01 -1.49
H 1.89 4.51 -0.60
H 4.27 4.33 -0.57
H 6.36 3.01 -0.78
H 6.23 0.54 -0.89
H 4.04 -0.60 -0.76
C -3.77 -1.25 2.75
C -4.19 -0.76 1.51
C -3.28 -0.59 0.48
C -1.94 -0.91 0.66
C -1.53 -1.41 1.89
C -2.43 -1.58 2.93
N -0.95 -0.68 -0.34
C -1.31 -0.84 -1.71
C -0.69 -0.01 -2.66
C -1.00 -0.11 -4.00
C -1.93 -1.04 -4.43
C -2.54 -1.88 -3.50
C -2.23 -1.78 -2.15
H -4.48 -1.40 3.55
H -5.23 -0.51 1.35
H -3.61 -0.20 -0.47
H -0.49 -1.70 2.02
H -2.10 -1.99 3.88
H 0.06 0.72 -2.36
H -0.51 0.54 -4.71
H -2.19 -1.12 -5.48
H -3.25 -2.63 -3.82
H -2.69 -2.45 -1.44
C -2.63 2.94 4.45
C -3.11 2.37 3.14
N -1.98 1.90 2.35
C -0.75 1.63 2.81
N 0.21 1.24 1.94
C 1.51 0.89 2.55
C 1.87 1.90 3.62
C 0.83 1.80 4.71
N -0.51 1.77 4.13
C -1.64 1.94 5.04
H -3.47 3.09 5.13
H -2.13 3.90 4.31
H -3.64 3.12 2.55
H -3.80 1.54 3.31
H -2.16 1.65 1.39
H 2.27 0.89 1.77
H 1.46 -0.11 2.97
H 1.87 2.90 3.19
H 2.86 1.69 4.03
H 0.88 2.65 5.38
H 0.98 0.89 5.31
H -1.24 2.28 5.99
H -2.13 0.98 5.20
C -0.10 -4.63 -0.22
C 0.77 -4.59 -1.48
C -0.08 -4.75 -2.74
P 1.68 -2.97 -1.47
C 2.55 -3.03 -3.12
C 3.09 -1.65 -3.50
C 3.62 -4.10 -3.30
C 3.06 -3.27 -0.24
C 3.48 -4.71 0.06
C 2.75 -2.54 1.08
H -0.77 -5.49 -0.24
H -0.70 -3.73 -0.14
H 0.50 -4.70 0.69
H 1.49 -5.42 -1.44
H -0.59 -3.83 -3.00
H -0.84 -5.52 -2.58
H 0.51 -5.06 -3.60
H 1.73 -3.25 -3.81
H 4.04 -1.45 -2.99
H 2.39 -0.85 -3.24
H 3.29 -1.59 -4.57
H 4.50 -3.89 -2.69
H 3.95 -4.13 -4.34
H 3.25 -5.10 -3.05
H 3.93 -2.77 -0.69
H 2.67 -5.27 0.52
H 4.32 -4.71 0.76
H 3.80 -5.24 -0.84
H 2.13 -3.18 1.72
H 2.20 -1.61 0.90
H 3.66 -2.31 1.64

Density functional theory data (the ωB97M-V functional and the def2-TZVPD basis) for C4H4N2O in the gas phase in a non-equilibrium geometry.

Results
- Structure (SMILES): [H]/N=c1/cccno1
- HOMO-LUMO gap: 9.54 eV
- E_LUMO: -0.02 eV
- Energy above the lowest of the compared OMol25 structures with the same formula, charge and spin: 376.7 kJ/mol

Atoms and positions in Å:
H 1.90 0.70 1.07
N 1.90 -0.05 0.40
C 1.08 0.19 -0.53
C 0.24 -0.99 -0.74
C -0.94 -0.76 -0.12
C -1.19 0.58 0.40
N -0.56 1.66 0.08
O 0.51 1.41 -0.81
H 0.67 -1.95 -0.99
H -1.64 -1.55 0.10
H -1.97 0.76 1.14

Density functional theory data (the ωB97M-V functional and the def2-TZVPD basis) for C3H3NOS in the gas phase in a non-equilibrium geometry.

Results
- Structure (SMILES): Sc1ccon1
- HOMO-LUMO gap: 9.90 eV
- E_LUMO: 0.69 eV
- Energy above the lowest of the compared OMol25 structures with the same formula, charge and spin: 164.7 kJ/mol

Atoms and positions in Å:
S 2.33 -0.57 0.02
C 0.63 -0.51 -0.07
C -0.13 0.64 -0.01
C -1.41 0.19 0.01
O -1.47 -1.14 0.01
N -0.17 -1.61 -0.01
H 2.45 0.79 -0.04
H 0.11 1.67 -0.07
H -2.35 0.54 0.16

Number 1: total energy -2939.304092 Eh. Number 2: total energy -2414.590775 Eh. Number 3: total energy -1758.114966 Eh. Number 4: total energy -3377.905628 Eh. Number 5: total energy -339.438197 Eh. Number 6: total energy -644.224218 Eh.